Record 1
The following is a quantum chemistry calculation of 13 unconnected molecules or ions with the total composition C18H60F6O12P in a non-equilibrium geometry, from the OMol25 dataset.

As for the HOMO energy: -7.506 eV. The lowest unoccupied orbital energy is 2.41 eV. The energy above the lowest of the compared OMol25 structures with the same formula, charge and spin comes out at 0.000 eV. The value obtained for the largest force on an atom is 2.88 eV/A. As for the net charge: -1.

CARTESIAN COORDINATES (ANGSTROEM)
P -4.5972 -9.5938 -23.0504
F -6.1356 -9.7395 -22.8099
F -4.1591 -10.5027 -21.7815
F -4.7361 -10.7997 -24.1197
F -3.0356 -9.4539 -23.4475
F -5.0774 -8.5427 -24.2042
F -4.5065 -8.2407 -22.0967
C -2.5146 -13.0260 -20.0283
O -3.1893 -13.3967 -18.8577
H -1.6659 -12.3928 -19.7698
H -1.9581 -13.9463 -20.2055
H -3.2229 -12.8034 -20.8264
H -3.3040 -12.5772 -18.3710
C -6.7532 -13.8447 -24.9486
O -5.5645 -14.6941 -24.8675
H -6.9460 -13.7438 -26.0166
H -7.5181 -14.3798 -24.3859
H -6.6311 -12.8742 -24.4676
H -4.7532 -14.2174 -25.0573
C -3.9273 -5.5816 -19.7413
O -5.1725 -4.9916 -19.8811
H -3.6197 -6.0794 -20.6610
H -3.1609 -4.8757 -19.4213
H -3.9662 -6.3020 -18.9242
H -5.8462 -5.6572 -20.0378
C -1.1072 -12.4199 -23.2477
C -0.0793 -13.0817 -24.1046
C 0.9982 -13.8870 -23.3692
O -0.7293 -13.8874 -25.0777
H -0.4255 -11.9055 -22.5705
H -1.6928 -13.2614 -22.8774
H -1.7084 -11.6806 -23.7769
H 0.4462 -12.2868 -24.6339
H 1.2546 -13.5481 -22.3655
H 1.9269 -13.9507 -23.9362
H 0.5428 -14.8352 -23.0831
H -1.5401 -13.3862 -25.1910
C -3.6953 -9.8863 -18.8070
C -2.3079 -9.7321 -18.2494
C -2.0687 -8.5063 -17.3896
O -2.0157 -10.9159 -17.4332
H -4.0421 -9.0755 -19.4477
H -4.5166 -9.9264 -18.0915
H -3.7126 -10.8227 -19.3645
H -1.6970 -9.7888 -19.1503
H -0.9964 -8.3942 -17.2293
H -2.5513 -8.5029 -16.4123
H -2.3756 -7.6290 -17.9591
H -1.1316 -11.2176 -17.6542
C -3.5877 -12.8449 -27.8150
C -2.9042 -12.0707 -26.6703
C -3.4397 -10.5884 -26.6916
O -3.3156 -12.5890 -25.4770
H -4.6747 -12.7702 -27.8455
H -3.2936 -13.8684 -28.0472
H -3.2278 -12.3311 -28.7064
H -1.8266 -12.2042 -26.7658
H -3.5592 -10.2980 -27.7354
H -2.8511 -9.8938 -26.0922
H -4.4909 -10.4696 -26.4291
H -3.8414 -11.9242 -25.0264
C -7.3558 -10.2378 -26.5857
C -6.9782 -8.8604 -26.8515
C -7.7290 -8.2257 -28.0343
O -7.1386 -8.0694 -25.7080
H -6.9652 -10.6751 -25.6668
H -7.1960 -10.9208 -27.4200
H -8.4149 -10.3504 -26.3539
H -5.9573 -8.8096 -27.2301
H -7.2873 -7.2296 -28.0058
H -8.7869 -8.1962 -27.7734
H -7.5520 -8.5869 -29.0474
H -6.3941 -8.4026 -25.2018
C -0.5260 -6.2439 -26.8447
C -1.7402 -5.8560 -25.9864
C -3.0764 -6.5892 -26.2691
O -1.3273 -6.1521 -24.6604
H -0.7087 -6.5238 -27.8822
H 0.0288 -7.0948 -26.4494
H 0.1869 -5.4205 -26.8879
H -1.9926 -4.8250 -26.2341
H -3.1358 -7.6769 -26.2290
H -3.4467 -6.1909 -27.2137
H -3.9233 -6.3278 -25.6346
H -1.9554 -5.7171 -24.0791
O -0.3344 -8.6859 -24.5317
H -1.0431 -9.0878 -24.0292
H -0.7287 -7.9052 -24.9205
O -7.1637 -6.7965 -20.5708
H -8.0083 -7.1495 -20.8503
H -6.6664 -7.5626 -20.2842
O -5.6406 -5.6037 -23.0559
H -5.4946 -6.3291 -23.6632
H -5.7478 -6.0233 -22.2023
O -8.2362 -11.6997 -21.8527
H -7.9694 -10.9914 -22.4386
H -8.6387 -12.3493 -22.4291


Record 2
The following is a quantum chemistry calculation of 2 unconnected molecules or ions with the total composition C4H11NO in a non-equilibrium geometry, from the OMol25 dataset.

As for the HOMO energy: -9.619 eV. The lowest unoccupied orbital energy is 0.88 eV. Its SMILES is CC(N)=O.CC. The energy above the lowest of the compared OMol25 structures with the same formula, charge and spin comes out at 0.649 eV. The value obtained for the largest force on an atom is 3.32 eV/A.

CARTESIAN COORDINATES (ANGSTROEM)
C -1.3681 1.0155 -0.3908
C -1.3332 0.6856 1.0503
N -1.8180 -0.4778 1.5290
O -0.9772 1.5173 1.8934
H -1.9070 1.9714 -0.3346
H -1.8679 0.2230 -0.9747
H -0.3349 1.2887 -0.6616
H -1.9001 -0.6778 2.5110
H -1.8524 -1.3260 0.9838
C 1.1952 -1.1413 -0.8507
C 2.1068 0.0337 -0.4776
H 0.9879 -1.0762 -1.9203
H 1.7784 -2.0675 -0.8125
H 0.3632 -1.1781 -0.1655
H 2.5220 0.1145 0.5108
H 1.4752 0.8868 -0.7151
H 2.9301 0.2080 -1.1747


Record 3
The following is a quantum chemistry calculation of 2 unconnected molecules or ions with the total composition C15H19ClO5 in a non-equilibrium geometry, from the OMol25 dataset.

As for the HOMO energy: -10.587 eV. The lowest unoccupied orbital energy is -1.83 eV. Its SMILES is CCC[C@@H](C)[C@@H](CC(=O)Cl)OC=O.O=C1C=CC(=O)C=C1. The energy above the lowest of the compared OMol25 structures with the same formula, charge and spin comes out at 2.084 eV. The value obtained for the largest force on an atom is 9.25 eV/A.

CARTESIAN COORDINATES (ANGSTROEM)
C 4.5907 1.5567 -0.2678
C 3.1917 1.5345 -1.1845
C 2.0707 2.6197 -0.6831
C 0.6161 2.5185 -1.4310
C 0.6717 2.0108 -2.9926
C -0.5224 1.6590 -0.5680
C 0.0728 0.3067 0.1419
C 0.4163 -0.9253 -0.8858
O -0.0525 -1.0855 -2.1257
Cl 1.6430 -2.2131 -0.2480
O -1.0303 2.5915 0.4897
C -2.2407 3.2937 0.0295
O -2.9271 4.0444 0.9335
H 4.6663 0.6279 0.4487
H 5.5384 1.4926 -0.9884
H 4.6874 2.5724 0.3280
H 3.5644 1.7753 -2.2927
H 2.8427 0.4177 -1.1857
H 1.9281 2.5022 0.4773
H 2.5429 3.6981 -0.8775
H 0.1843 3.6312 -1.4660
H 0.9509 2.9073 -3.7226
H -0.4508 1.7262 -3.2832
H 1.3026 1.0428 -3.1768
H -1.4322 1.4417 -1.2760
H 0.9818 0.5716 0.8673
H -0.7779 -0.1030 0.8725
H -2.7040 3.2294 -1.0477
O -3.2408 -6.2583 1.4212
C -2.9131 -5.1208 1.7300
C -2.6129 -4.1036 0.7031
C -2.2528 -2.8618 1.0415
C -2.1411 -2.4533 2.4559
O -1.8133 -1.3159 2.7646
C -2.4412 -3.4705 3.4827
C -2.8014 -4.7124 3.1444
H -2.7001 -4.4185 -0.3299
H -2.0285 -2.1039 0.3009
H -2.3541 -3.1556 4.5157
H -3.0257 -5.4703 3.8850


Record 4
The following is a quantum chemistry calculation of a molecular structure, H4I2Si2 in a non-equilibrium geometry, from the OMol25 dataset.

As for the HOMO energy: -9.224 eV. The lowest unoccupied orbital energy is -1.49 eV. The energy above the lowest of the compared OMol25 structures with the same formula, charge and spin comes out at 1.461 eV. The value obtained for the largest force on an atom is 1.62 eV/A.

CARTESIAN COORDINATES (ANGSTROEM)
Si -0.1285 -0.0089 -0.1372
Si 0.7619 -4.2346 0.7858
I 0.4350 -4.2320 -1.6705
I -1.6848 -4.2114 1.3924
H -0.1986 0.9686 0.9388
H -0.0447 0.8713 -1.2537
H -0.9222 -1.2523 -0.1933
H 1.0373 -0.8132 0.0116


Record 5
The following is a quantum chemistry calculation of a single C5H8OS2 molecule in a non-equilibrium geometry, from the OMol25 dataset.

As for the HOMO energy: -8.660 eV. The lowest unoccupied orbital energy is -0.09 eV. Its SMILES is OC[C@@H]1C[C@@H]1SC=S. The energy above the lowest of the compared OMol25 structures with the same formula, charge and spin comes out at 2.234 eV. The value obtained for the largest force on an atom is 4.55 eV/A.

CARTESIAN COORDINATES (ANGSTROEM)
O 1.5948 0.2831 -1.5080
C 0.9184 1.1066 -0.5942
C 0.5150 0.3952 0.6481
C 1.1039 -0.8572 0.9618
C -0.3686 -0.7589 0.7457
S -1.1934 -1.4069 -0.7223
C -2.7324 -0.5560 -0.7733
S -3.1906 0.7795 0.0632
H 2.5849 0.4928 -1.2782
H -0.0610 1.5667 -1.0096
H 1.5802 1.9810 -0.2807
H 0.4414 1.0992 1.4736
H 1.7730 -1.3801 0.2399
H 1.4422 -1.0360 2.0357
H -1.0526 -0.7691 1.5746
H -3.3554 -0.9399 -1.5763


Record 6
The following is a quantum chemistry calculation of a single C18H18N4O3S molecule in a non-equilibrium geometry, from the OMol25 dataset.

As for the HOMO energy: -8.081 eV. The lowest unoccupied orbital energy is 0.53 eV. Its SMILES is O=C(CSc1nnc(-c2ccco2)n1-c1ccccc1)N1CCOCC1. The energy above the lowest of the compared OMol25 structures with the same formula, charge and spin comes out at 2.634 eV. The value obtained for the largest force on an atom is 1.44 eV/A.

CARTESIAN COORDINATES (ANGSTROEM)
O -4.6609 -0.9958 1.6062
C -3.7563 -0.2190 1.3636
C -2.5241 -0.1837 2.2554
S -1.1544 -1.1113 1.4697
C 0.0227 0.1546 1.3195
N -0.1346 1.4139 1.6434
N 0.9975 2.0586 1.3444
C 1.8411 1.1988 0.8295
C 3.1778 1.5146 0.4273
C 3.8024 2.7367 0.3829
C 5.1172 2.4833 -0.0606
C 5.1988 1.1365 -0.2506
O 4.0333 0.5400 0.0409
N 1.2628 -0.0516 0.7850
C 1.7757 -1.2577 0.2639
C 2.1176 -1.3319 -1.0798
C 2.6165 -2.5167 -1.5881
C 2.7644 -3.6207 -0.7647
C 2.4121 -3.5426 0.5721
C 1.9167 -2.3613 1.0935
N -3.8025 0.6328 0.3184
C -2.7805 1.5463 -0.1414
C -2.2152 1.0207 -1.4676
O -3.2345 0.8807 -2.4297
C -4.2472 0.0067 -1.9806
C -4.8624 0.4910 -0.6629
H -2.1508 0.8128 2.4765
H -2.7667 -0.7193 3.1731
H 3.3585 3.6751 0.6393
H 5.8945 3.2025 -0.2159
H 5.9996 0.5034 -0.5778
H 1.9915 -0.4670 -1.7145
H 2.8857 -2.5781 -2.6317
H 3.1531 -4.5441 -1.1666
H 2.5247 -4.4027 1.2143
H 1.6422 -2.2883 2.1347
H -1.9829 1.6811 0.5868
H -3.2543 2.5177 -0.3238
H -1.4935 1.7253 -1.8838
H -1.7230 0.0493 -1.2976
H -4.9979 -0.0206 -2.7715
H -3.8335 -1.0031 -1.8345
H -5.5882 -0.2300 -0.2863
H -5.3431 1.4631 -0.8105


Record 7
The following is a quantum chemistry calculation of a gas-phase ion, C3H8NO (charge -1) in a non-equilibrium geometry, from the OMol25 dataset.

As for the HOMO energy: -2.161 eV. The lowest unoccupied orbital energy is 4.55 eV. Its SMILES is CCNC[O-]. The energy above the lowest of the compared OMol25 structures with the same formula, charge and spin comes out at 1.419 eV. The value obtained for the largest force on an atom is 2.34 eV/A. As for the net charge: -1.

CARTESIAN COORDINATES (ANGSTROEM)
C 0.5894 0.4755 1.3351
C 0.2638 -0.7804 0.5263
N -0.1433 -0.7776 -0.8948
C -0.7979 0.5526 -1.3253
O -1.7040 0.9516 -0.4756
H -0.3618 0.8886 1.6648
H 1.4122 0.2911 2.0200
H 0.8974 1.2507 0.6208
H 1.1978 -1.3624 0.4322
H -0.4215 -1.3909 1.1253
H 0.0833 -1.7085 -1.1973
H 0.1207 1.1958 -1.4431
H -1.1361 0.4138 -2.3885


Record 8
The following is a quantum chemistry calculation of 2 unconnected molecules or ions with the total composition C2H11N2O, from the OMol25 dataset.

As for the HOMO energy: -15.034 eV. The lowest unoccupied orbital energy is -3.18 eV. The energy above the lowest of the compared OMol25 structures with the same formula, charge and spin comes out at 0.438 eV. The value obtained for the largest force on an atom is 0.74 eV/A. As for the net charge: +1.

CARTESIAN COORDINATES (ANGSTROEM)
C -0.0662 1.4660 -1.0140
N -0.6380 0.1544 -0.5458
C -0.9301 0.1029 0.9248
O -1.3716 -1.1653 1.2746
H -0.8745 2.1856 -1.0924
H 0.3881 1.2781 -1.9807
H 0.6720 1.7978 -0.2942
H -1.4969 -0.0378 -1.0689
H 0.0180 0.2973 1.4186
H -1.6149 0.9174 1.1663
H -2.3254 -1.1861 1.1572
N 1.8200 -1.2288 0.0496
H 0.0797 -0.5837 -0.7416
H 1.5375 -1.7991 0.8369
H 2.4745 -1.7606 -0.5122
H 2.3278 -0.4381 0.4217


Question: energy above the lowest of the compared OMol25 structures with the same formula, charge and spin of number 8 (C2H11N2O)?
Answer: 0.438 eV


Question: Which value of lowest unoccupied orbital energy does entry 6 give?
Answer: 0.53 eV


Question: HOMO of number 2 (C4H11NO)?
Answer: -9.619 eV


Question: The lowest energy above the lowest of the compared OMol25 structures with the same formula, charge and spin belongs to which entry?
Answer: C18H60F6O12P